<a>
72
Properties=species:S:1:pos:R:3:mulliken_spin:R:1 method="wB97M-V/def2-TZVPD" e_homo_ha="-0.0986 / -0.0989" orbital_gap_ev="4.8274 / 4.8325" multiplicity=2 charge=-1
Co -0.473 0.347 -0.009 0.86
C 0.050 2.646 -2.109 0.01
N -1.090 1.879 -1.609 -0.02
C -1.935 1.439 -2.721 0.00
C -1.221 0.525 -3.725 0.00
N -0.323 -0.396 -3.051 0.00
C 0.950 -0.670 -3.565 0.01
C 2.133 -0.304 -2.925 -0.01
F 2.120 0.399 -1.796 0.00
C 3.373 -0.633 -3.450 0.00
F 4.486 -0.271 -2.811 0.00
C 3.461 -1.311 -4.651 0.00
F 4.653 -1.610 -5.166 0.00
C 2.307 -1.665 -5.325 0.00
F 2.385 -2.316 -6.488 0.00
C 1.078 -1.352 -4.774 0.00
F -0.020 -1.723 -5.435 0.00
C -1.880 2.714 -0.696 -0.01
C -1.066 3.193 0.501 0.01
N -0.310 2.084 1.049 -0.01
C 0.319 2.260 2.228 0.00
C 0.483 3.458 2.962 0.00
F 0.032 4.644 2.477 0.00
C 1.138 3.526 4.180 0.00
F 1.245 4.714 4.798 0.00
C 1.689 2.406 4.763 0.00
F 2.320 2.474 5.949 0.00
C 1.569 1.205 4.082 0.00
F 2.087 0.092 4.614 0.00
C 0.913 1.146 2.875 -0.01
F 0.839 -0.062 2.280 0.01
H -0.285 3.581 -2.585 0.00
H 0.603 2.063 -2.840 0.01
H 0.726 2.882 -1.290 0.00
H -2.327 2.312 -3.270 0.00
H -2.779 0.897 -2.297 0.00
H -0.622 1.110 -4.425 0.00
H -1.988 0.000 -4.301 0.00
H -2.724 2.110 -0.354 0.00
H -2.289 3.588 -1.232 0.00
H -1.780 3.618 1.221 0.00
H -0.432 4.034 0.189 0.00
O -2.096 -1.402 -2.033 0.00
C -0.883 -1.173 -1.995 -0.03
O -1.962 -2.067 1.674 0.00
S -2.165 -0.705 1.113 0.01
C -2.729 0.331 2.506 0.00
C -4.257 0.453 2.444 0.00
C -4.770 -0.684 1.558 0.00
C -3.814 -0.719 0.376 0.00
H -2.204 1.283 2.454 0.00
H -2.379 -0.224 3.377 0.00
H -4.529 1.411 1.994 0.00
H -4.695 0.427 3.443 0.00
H -5.803 -0.528 1.244 0.00
H -4.717 -1.637 2.090 0.00
H -3.905 0.174 -0.248 0.00
H -3.848 -1.597 -0.263 0.00
N 5.292 -5.425 3.616 0.02
C 4.532 -4.849 2.966 -0.01
C 3.592 -4.144 2.159 0.05
C 4.031 -3.200 1.214 -0.02
C 3.136 -2.531 0.422 0.05
C 1.735 -2.773 0.531 -0.03
C 1.305 -3.718 1.510 0.04
C 2.210 -4.379 2.293 -0.02
C 0.822 -2.131 -0.274 0.07
C 0.000 -1.452 -0.927 0.00
H 5.091 -3.002 1.116 0.00
H 3.490 -1.799 -0.291 0.01
H 0.241 -3.882 1.631 0.00
H 1.865 -5.089 3.034 0.00

***

<b>
72
Properties=species:S:1:pos:R:3:mulliken_spin:R:1 method="wB97M-V/def2-TZVPD" e_homo_ha="-0.1250 / -0.0973" orbital_gap_ev="5.5329 / 4.7784" multiplicity=2 charge=-1
Co -0.596 -0.151 -0.764 1.33
C -3.389 0.308 0.172 -0.04
N -2.371 -0.529 0.805 0.03
C -2.902 -1.889 0.969 0.00
C -2.578 -2.809 -0.201 -0.01
N -1.185 -3.080 -0.449 0.02
C -0.549 -4.223 0.025 0.00
C -0.005 -5.156 -0.864 0.00
F -0.317 -5.107 -2.157 0.00
C 0.788 -6.206 -0.439 0.00
F 1.280 -7.085 -1.322 0.00
C 1.050 -6.383 0.906 0.00
F 1.803 -7.409 1.321 0.00
C 0.510 -5.499 1.819 0.00
F 0.748 -5.658 3.130 0.00
C -0.259 -4.440 1.372 0.00
F -0.700 -3.577 2.307 0.00
C -1.963 0.022 2.092 0.01
C -0.952 1.139 1.963 0.01
N 0.326 0.676 1.380 -0.02
C 1.038 -0.423 1.937 -0.02
C 1.928 -1.119 1.111 0.01
F 2.161 -0.660 -0.105 0.00
C 2.606 -2.238 1.544 0.01
F 3.437 -2.884 0.734 0.00
C 2.430 -2.692 2.844 0.00
F 3.085 -3.770 3.271 0.00
C 1.601 -1.996 3.695 0.00
F 1.448 -2.402 4.959 0.00
C 0.940 -0.862 3.252 0.00
F 0.189 -0.198 4.150 0.00
H -2.999 1.301 -0.030 0.02
H -4.286 0.392 0.812 0.00
H -3.676 -0.133 -0.781 -0.01
H -3.999 -1.841 1.073 0.00
H -2.518 -2.327 1.886 0.00
H -3.015 -2.386 -1.111 0.00
H -3.095 -3.758 -0.026 0.00
H -1.535 -0.786 2.680 0.00
H -2.826 0.404 2.662 0.00
H -0.792 1.615 2.934 0.00
H -1.314 1.895 1.266 -0.02
O 0.734 -2.550 -1.550 0.00
C -0.308 -2.063 -1.143 -0.12
O 0.557 2.080 -2.588 -0.02
S -0.677 1.395 -2.063 -0.15
C -1.572 0.919 -3.610 -0.01
C -2.334 2.124 -4.127 0.00
C -2.960 2.760 -2.887 -0.01
C -1.823 2.891 -1.889 -0.02
H -2.238 0.098 -3.339 0.00
H -0.795 0.542 -4.273 -0.01
H -3.087 1.847 -4.869 0.00
H -1.643 2.831 -4.594 0.00
H -3.739 2.097 -2.495 0.00
H -3.430 3.722 -3.107 0.00
H -2.148 2.992 -0.853 0.00
H -1.171 3.729 -2.138 0.00
N 5.500 7.817 -1.746 0.00
C 4.885 6.929 -1.350 0.00
C 4.119 5.821 -0.856 0.00
C 3.337 5.063 -1.729 0.00
C 2.596 3.997 -1.256 0.00
C 2.626 3.679 0.107 0.01
C 3.412 4.439 0.977 0.00
C 4.154 5.502 0.502 0.00
C 1.846 2.580 0.588 0.01
C 1.122 1.698 0.959 0.01
H 3.319 5.317 -2.781 0.00
H 1.976 3.390 -1.909 0.00
H 3.431 4.184 2.028 0.00
H 4.765 6.094 1.171 0.00

***

Most stable = <a>

***

<a>
8
Properties=species:S:1:pos:R:3:nbo_charge:R:1 method="wB97M-V/def2-TZVPD" e_homo_ha=-0.0993 orbital_gap_ev=7.6413 multiplicity=1 charge=-1
O 0.814 1.588 -1.313 -1.08
H 1.094 1.991 -0.514 0.43
C -0.318 -0.953 0.596 -0.22
O -0.821 0.201 0.072 -0.96
H -0.832 -1.201 1.441 0.12
H -0.715 -1.751 -0.131 0.09
H 0.769 -0.872 0.660 0.12
H 0.009 0.997 -0.811 0.50

***

<b>
8
Properties=species:S:1:pos:R:3:nbo_charge:R:1 method="wB97M-V/def2-TZVPD" e_homo_ha=-0.1165 orbital_gap_ev=8.0508 multiplicity=1 charge=-1
C 1.389 0.112 0.194 -0.21
O 0.331 0.543 -0.551 -0.91
H 1.977 0.913 0.715 0.09
H 2.122 -0.464 -0.407 0.10
H 1.121 -0.550 1.041 0.11
H -2.010 -0.148 0.978 0.42
H -0.810 0.025 -0.096 0.49
O -1.714 -0.592 0.175 -1.09

***

Most stable = <b>

***

<a>
6
Properties=species:S:1:pos:R:3:nbo_charge:R:1 method="wB97M-V/def2-TZVPD" e_homo_ha=-0.3495 smiles="S=CCl.ClCl" orbital_gap_ev=8.5823 multiplicity=1
S 0.013 -1.002 0.933 0.09
C 1.247 -0.212 0.164 -0.29
Cl 2.501 -0.947 -0.806 0.01
H 1.494 0.772 0.121 0.18
Cl -3.104 -0.165 -0.099 0.01
Cl -2.151 1.554 -0.314 0.00

***

<b>
6
Properties=species:S:1:pos:R:3:nbo_charge:R:1 method="wB97M-V/def2-TZVPD" e_homo_ha=-0.3430 orbital_gap_ev=8.7832 multiplicity=1
C 0.156 -0.488 0.194 -0.48
S -1.041 0.276 -0.901 0.32
Cl 0.787 -1.837 -0.751 0.04
Cl -0.158 -0.762 1.889 0.08
Cl -1.163 2.183 -0.282 -0.14
H 1.418 0.628 -0.149 0.19

***

Most stable = <a>

***

<a>
7
Properties=species:S:1:pos:R:3:nbo_charge:R:1 method="wB97M-V/def2-TZVPD" e_homo_ha="-0.1399 / -0.1399" orbital_gap_ev="4.6221 / 4.5456" multiplicity=1 charge=-1
C -0.431 -0.685 0.064 -0.59
O 0.200 0.445 2.411 -0.89
O -1.176 1.776 0.899 -0.88
S -0.170 0.783 1.030 1.89
Cl 1.934 -0.439 -3.724 -1.00
H -0.623 -0.433 -0.990 0.25
H 0.265 -1.447 0.308 0.21

***

<b>
7
Properties=species:S:1:pos:R:3:nbo_charge:R:1 method="wB97M-V/def2-TZVPD" e_homo_ha=-0.1349 orbital_gap_ev=4.3873 multiplicity=1 charge=-1
C -0.661 -0.431 0.533 -0.73
O 0.008 1.908 0.976 -0.88
O -1.435 1.666 -1.078 -0.84
S -0.471 1.087 -0.109 1.96
Cl 3.364 -2.487 -1.411 -1.00
H -0.617 -1.001 -0.369 0.23
H -0.188 -0.743 1.458 0.26

***

Most stable = <a>

***

<a>
10
Properties=species:S:1:pos:R:3:nbo_charge:R:1 method="wB97M-V/def2-TZVPD" e_homo_ha=-0.3690 smiles="C=C(C#N)C#N.I" orbital_gap_ev=8.8947 multiplicity=1
C -0.568 0.471 1.643 -0.21
C -0.635 -0.160 0.422 -0.26
C -0.791 -1.539 0.181 0.24
N -0.897 -2.574 -0.295 -0.23
C -0.664 0.546 -0.801 0.27
N -0.557 1.055 -1.813 -0.27
H -0.606 1.618 1.603 0.22
H -0.189 0.035 2.546 0.23
I 2.684 -0.338 -1.163 -0.13
H 2.222 0.884 -2.324 0.14

***

<b>
10
Properties=species:S:1:pos:R:3:nbo_charge:R:1 method="wB97M-V/def2-TZVPD" e_homo_ha="-0.3574 / -0.3573" orbital_gap_ev="8.0526 / 8.0542" multiplicity=1
C 0.658 -0.750 1.466 0.20
C 0.635 -1.388 -0.950 0.20
C -1.080 0.934 -0.221 -0.38
C 0.790 -0.446 0.092 -0.37
N 0.346 -0.939 2.569 -0.26
N 0.379 -2.035 -1.850 -0.25
I 2.197 1.167 -0.176 0.23
H -1.328 0.753 -1.309 0.21
H -1.853 0.703 0.476 0.20
H -0.743 2.002 -0.097 0.21

***

Most stable = <a>